(1)
This record from the Open Molecules 2025 dataset describes a cluster of 3 separate species, C4H7NO in total. The level of theory is ωB97M-V/def2-TZVPD.

Structure (XYZ):
```
13
Properties=species:S:1:pos:R:3:forces:R:3
C -0.79423 1.32478 -0.46197 -0.15 -0.17 -0.04
C -1.56589 0.30034 -0.82013 -0.11 0.24 0.03
C 1.32848 -1.37369 0.29357 0.22 0.17 -0.23
O 1.85772 -0.46216 -0.29490 -0.20 -0.58 0.15
C -1.60692 -1.00882 -0.22587 -0.22 -0.56 0.25
N -1.80501 -2.06076 0.21430 0.42 0.78 -0.29
H -0.97585 2.29059 -0.92421 0.18 -0.17 -0.05
H 0.00977 1.26326 0.26204 -0.28 -0.09 -0.05
H 1.67309 1.76222 1.31554 0.16 0.08 0.21
H -2.31372 0.42664 -1.59326 -0.04 0.06 0.02
H 1.16943 -2.35251 -0.18815 0.01 0.01 0.07
H 0.96616 -1.27672 1.33697 0.09 0.05 -0.13
H 2.05699 1.16682 1.08606 -0.06 0.19 0.06
```
Forces are in eV/Å.

## Properties
Relative energy (zero: lowest compared OMol25 entry of this formula, charge and spin) ... 344.0 kJ/mol
HOMO-LUMO gap ... 0.3909 hartree
LUMO level ... 0.29 eV
Structure (SMILES) ... C=CC#N.[H][H].C=O
Calculated total energy ... -7796.0794 eV
Highest occupied orbital energy ... -10.351 eV

***

(2)
This record from the Open Molecules 2025 dataset describes a cluster of 5 separate species, C23H36N2O7 in total in a non-equilibrium geometry. The level of theory is ωB97M-V/def2-TZVPD.

Structure (XYZ):
```
68
Properties=species:S:1:pos:R:3:forces:R:3
N 5.27103 1.93933 0.15642 0.35 -1.08 0.21
C 5.52971 0.44815 0.08128 0.03 -0.39 -1.18
C 4.11700 -0.44719 0.08484 1.66 0.30 -0.17
O 3.03217 0.52433 -0.12330 0.30 -1.56 -0.75
C 4.28748 -1.56646 -1.10101 1.55 0.28 1.40
N 3.13709 -2.54026 -1.23539 -0.02 0.14 -0.78
C 2.18229 -2.67640 -0.06754 -1.51 -0.82 2.46
O 2.29876 -3.33698 1.09888 -0.29 4.58 -7.80
C 0.88035 -1.81557 -0.63597 -2.20 1.41 -1.71
C -0.42894 -1.21014 0.14983 0.85 0.28 -4.29
C -1.51296 -0.35792 -0.78092 3.09 -1.42 -2.19
C -1.30757 -0.14950 -2.41979 3.09 -2.06 1.73
C 0.03575 -0.76355 -3.19678 -0.24 -0.94 4.57
C 1.12054 -1.59159 -2.27596 -2.71 1.04 1.47
C 2.55394 -2.30113 -2.63652 0.20 -0.49 -2.42
O 3.15921 -2.58773 -3.79172 -3.78 2.03 7.58
H 4.71003 2.21064 0.99662 0.50 -0.49 -1.42
H 4.85001 2.29583 -0.73110 0.30 -0.61 1.48
H 6.28176 0.04784 0.90344 -1.66 1.09 -1.61
H 6.03528 0.25119 -0.98021 -0.86 0.47 2.29
H 4.08985 -0.95422 1.16529 -0.74 1.14 -2.47
H 2.83330 0.67880 -1.09298 0.59 -0.66 1.61
H 5.24544 -2.21639 -0.81807 -1.81 1.67 -0.80
H 4.44540 -0.96223 -2.11588 -0.32 -1.57 2.12
H -0.57266 -1.36770 1.32327 0.31 0.47 -2.94
H -2.46695 0.13272 -0.31210 2.12 -1.13 -0.90
H -2.07072 0.45260 -3.09633 1.72 -1.36 1.90
H 0.23861 -0.61693 -4.34464 -0.55 -0.32 2.60
C -2.65668 0.56576 4.45137 0.19 0.19 -0.45
C -2.02725 -0.79263 4.29435 0.85 -0.36 -1.22
O -1.34418 -1.06990 3.30977 -0.89 0.35 1.24
C -2.26581 -1.79849 5.38857 0.29 -0.38 -0.23
H -2.39948 1.18693 3.58689 -0.04 -0.16 0.19
H -3.74402 0.46784 4.50063 0.07 0.05 0.21
H -2.27663 1.04917 5.35491 -0.22 -0.07 0.04
H -3.33578 -2.00171 5.47954 0.06 0.13 0.18
H -1.86834 -1.42047 6.33386 -0.23 0.02 0.01
H -1.75135 -2.73304 5.14074 -0.11 0.23 0.03
C 5.49323 -7.56580 0.29095 0.44 0.11 -0.31
C 5.07316 -6.17688 0.69158 0.71 1.36 -0.40
O 5.71090 -5.18837 0.33242 -0.73 -1.25 0.43
C 3.84268 -6.04426 1.54849 0.13 0.55 0.11
H 6.39648 -7.50800 -0.32559 -0.20 0.01 0.13
H 5.71528 -8.15824 1.18204 -0.20 -0.08 -0.08
H 4.70052 -8.03967 -0.29348 0.00 -0.10 0.21
H 3.99125 -6.56894 2.49562 -0.12 -0.20 -0.12
H 2.97642 -6.45029 1.02011 0.03 -0.12 0.16
H 3.65986 -4.98522 1.75938 0.04 -0.35 -0.13
C -2.98860 3.90196 -0.93253 -0.21 -0.61 -0.10
C -2.37020 3.45738 -2.23100 -0.53 -1.04 -0.58
O -2.82508 2.50434 -2.86157 0.48 1.17 0.67
C -1.17389 4.22403 -2.72805 0.07 -0.31 -0.48
H -3.84252 3.25764 -0.69800 0.35 0.28 -0.11
H -2.25652 3.82012 -0.12525 0.06 0.24 -0.05
H -3.34215 4.93217 -1.02289 0.15 -0.04 0.15
H -0.36097 4.15651 -2.00071 -0.09 0.20 0.02
H -1.44656 5.26857 -2.89844 0.13 0.00 0.19
H -0.83374 3.79161 -3.67504 -0.08 0.09 0.20
C -7.91930 4.37685 -1.57021 0.10 -0.49 0.06
C -6.64254 4.84122 -0.92190 0.96 -1.12 0.59
O -5.83837 4.03970 -0.44890 -1.35 1.14 -0.49
C -6.38777 6.32408 -0.87484 0.45 -0.03 0.23
H -7.96893 3.28351 -1.53176 0.04 0.26 0.00
H -8.77872 4.78514 -1.03259 0.01 0.12 -0.20
H -7.94039 4.69137 -2.61670 -0.16 0.13 0.11
H -7.17900 6.81908 -0.30622 -0.02 0.06 -0.22
H -6.34060 6.72537 -1.89031 -0.21 0.07 0.09
H -5.42958 6.51200 -0.37883 -0.22 -0.05 -0.09
```
Forces are in eV/Å.

## Properties
Relative energy (zero: lowest compared OMol25 entry of this formula, charge and spin) ... 789.7 kJ/mol
HOMO-LUMO gap ... 0.2748 hartree
LUMO level ... -1.03 eV
Structure (SMILES) ... NC[C@@H](O)CN1C(=O)c2ccccc2C1=O.CC(C)=O.CC(C)=O.CC(C)=O.CC(C)=O
Calculated total energy ... -41734.7521 eV
Highest occupied orbital energy ... -8.507 eV

***

(3)
This record from the Open Molecules 2025 dataset describes a structure of composition C47H39AsClIN3OPTi in a non-equilibrium geometry. The level of theory is ωB97M-V/def2-TZVPD.

Structure (XYZ):
```
95
Properties=species:S:1:pos:R:3:forces:R:3
Ti -0.13054 -0.06176 -2.79415 -1.72 -0.24 0.84
Cl 4.10472 5.15526 -3.84593 0.01 0.06 -0.03
C 3.37802 3.59847 -3.66461 0.26 -0.16 -0.03
C 4.15944 2.47558 -3.75645 -0.03 0.39 -0.02
C 3.59698 1.20547 -3.58171 -0.42 -0.70 0.16
I 4.73814 -0.54234 -3.66542 -0.01 0.30 0.00
C 2.25199 1.05980 -3.31704 0.72 0.48 -0.14
O 1.64679 -0.10222 -3.10979 1.93 0.09 -0.68
C 1.44477 2.21974 -3.22556 0.25 0.05 -0.05
N 0.12936 1.97968 -2.90207 0.40 2.07 -0.25
C -0.65137 3.04672 -2.76201 0.04 -0.47 0.07
C -0.20086 4.35384 -2.94376 0.12 0.36 -0.03
C 1.11072 4.59909 -3.26548 -0.13 -0.15 0.05
C 1.99120 3.50775 -3.39963 -0.22 -0.14 0.05
H 5.21613 2.57595 -3.96187 0.00 0.00 0.02
H -1.67755 2.86586 -2.46949 -0.03 -0.01 0.00
H -0.89977 5.16881 -2.81910 -0.01 -0.02 0.00
H 1.47633 5.60664 -3.40578 -0.01 0.01 0.01
C -3.27490 0.68154 -3.22137 -0.13 -0.05 0.21
N -2.12281 -0.22902 -3.15519 -1.20 0.13 -0.03
C -2.41641 -1.51969 -3.13425 0.01 -0.19 -0.29
C -1.39389 -2.45768 -3.26166 -0.10 -0.13 -0.09
C -1.37188 -3.84519 -3.49740 -0.13 0.07 0.06
C -0.06670 -4.15857 -3.83389 0.04 -0.14 0.03
C 0.66855 -2.96363 -3.76998 0.01 -0.08 0.11
N -0.11387 -1.94396 -3.42200 -0.06 -1.43 -0.43
C -3.96279 0.88590 -1.88297 0.12 -0.06 -0.09
C -5.34897 0.86374 -1.79615 0.04 -0.02 -0.02
C -5.98101 1.03561 -0.57187 -0.06 0.01 0.00
C -5.23203 1.23589 0.57623 -0.02 0.00 0.02
C -3.84743 1.27070 0.49598 0.06 0.03 0.03
C -3.21746 1.09430 -0.72484 -0.11 0.03 -0.09
H -4.00207 0.29154 -3.93685 0.01 0.03 -0.03
H -2.93503 1.63673 -3.62142 0.04 -0.01 -0.05
H -3.45539 -1.84518 -3.10240 0.00 0.02 0.07
H -2.21727 -4.51301 -3.43760 0.01 0.00 -0.05
H 0.31917 -5.12811 -4.10374 0.00 0.02 0.01
H 1.72170 -2.81543 -3.96083 0.00 0.04 0.05
H -5.94166 0.70712 -2.68998 0.01 -0.02 0.00
H -7.06147 1.00699 -0.51732 0.01 0.00 0.00
H -5.72294 1.36462 1.53220 0.00 0.00 -0.01
H -3.26173 1.43275 1.39135 -0.01 -0.03 -0.03
H -2.13458 1.11439 -0.78318 0.07 -0.02 0.07
C -0.22059 0.00006 1.36187 -0.25 0.32 -0.28
C -0.32919 1.42385 1.88286 -0.02 -0.12 0.08
As -0.63169 1.50565 3.86071 -0.06 -0.08 -0.22
C 1.08222 0.75815 4.42818 0.00 0.03 0.05
C 2.21202 0.70240 3.61948 -0.05 0.06 -0.11
C 3.41358 0.21298 4.11421 0.03 -0.01 0.03
C 3.50144 -0.22084 5.42755 0.00 -0.01 -0.01
C 2.38442 -0.15216 6.25026 0.04 -0.01 0.01
C 1.18814 0.33978 5.75468 -0.10 0.02 -0.03
C -1.73868 -0.11376 3.97369 0.02 0.06 0.04
C -3.11128 0.04738 3.79510 0.07 0.11 0.05
C -3.95717 -1.05112 3.76314 -0.04 -0.05 -0.01
C -3.43912 -2.32721 3.93496 -0.03 -0.01 -0.02
C -2.07801 -2.49688 4.14457 -0.01 0.00 0.00
C -1.23229 -1.39621 4.15875 0.07 -0.01 -0.02
P 0.47223 -0.24795 -0.35260 0.41 -0.48 1.06
C 2.08834 0.57032 -0.11692 -0.16 0.11 -0.11
C 3.28432 -0.03512 0.24963 0.05 -0.06 0.06
C 4.42410 0.73543 0.44210 0.02 -0.05 0.00
C 4.37809 2.11232 0.29795 0.03 0.04 -0.03
C 3.17889 2.73196 -0.02704 0.01 0.03 0.00
C 2.04606 1.96432 -0.23905 0.07 -0.12 -0.01
C 0.64446 -2.06718 -0.24498 0.12 0.04 0.07
C -0.49586 -2.77137 0.15169 0.04 0.04 -0.01
C -0.43703 -4.13777 0.36914 -0.01 -0.02 -0.02
C 0.75687 -4.81952 0.18177 -0.04 -0.04 -0.01
C 1.87460 -4.13810 -0.27056 0.07 -0.03 -0.07
C 1.81928 -2.77039 -0.49693 -0.02 0.05 -0.10
H -1.19994 -0.47671 1.39674 0.01 -0.03 0.01
H 0.45243 -0.59443 1.98525 -0.02 -0.02 -0.03
H -1.14298 1.96465 1.39459 0.02 0.03 0.07
H 0.58245 1.99264 1.70947 -0.04 0.06 0.04
H 2.17484 1.04665 2.59169 0.04 -0.03 0.06
H 4.28279 0.17833 3.46881 -0.01 0.00 0.00
H 4.43713 -0.60526 5.81178 0.00 0.01 0.01
H 2.45044 -0.47651 7.28061 -0.02 0.00 0.00
H 0.32071 0.39802 6.40401 0.03 -0.03 0.03
H -3.52077 1.04824 3.69477 -0.04 -0.03 0.01
H -5.02160 -0.91541 3.61797 0.01 0.02 0.01
H -4.09792 -3.18600 3.91753 0.00 0.01 0.02
H -1.67306 -3.48865 4.30174 0.01 0.00 -0.02
H -0.17012 -1.54146 4.31388 0.00 -0.02 0.01
H 3.33723 -1.10329 0.40850 0.05 0.19 0.08
H 5.35364 0.25106 0.71249 0.00 0.00 0.00
H 5.27335 2.70343 0.44117 -0.02 0.00 0.03
H 3.12634 3.81039 -0.11119 0.00 -0.01 -0.02
H 1.10571 2.45016 -0.47577 0.03 0.05 -0.06
H -1.43707 -2.25204 0.29946 0.02 -0.05 0.03
H -1.32231 -4.66844 0.69502 0.00 0.01 -0.01
H 0.80877 -5.88338 0.37286 0.01 0.01 -0.01
H 2.79901 -4.67253 -0.44920 -0.01 0.01 -0.01
H 2.69112 -2.25317 -0.87748 -0.11 -0.16 -0.09
```
Forces are in eV/Å.

## Properties
Relative energy (zero: lowest compared OMol25 entry of this formula, charge and spin) ... 106.7 kJ/mol
HOMO-LUMO gap (alpha / beta) ... 0.2522 / 0.2568 hartree
LUMO level (alpha / beta) ... -3.34 / -3.50 eV
Total charge ... +1
Multiplicity ... 2
Calculated total energy ... -169752.7636 eV
<S²> ... 0.758
Highest occupied orbital energy (alpha / beta) ... -10.207 / -10.486 eV

***

(4)
This record from the Open Molecules 2025 dataset describes a structure of composition C36H49BrCl6N4O3SiV in a non-equilibrium geometry. The level of theory is ωB97M-V/def2-TZVPD.

Structure (XYZ):
```
101
Properties=species:S:1:pos:R:3:forces:R:3
V -2.83870 0.43389 1.38880 -1.20 1.47 -2.01
Cl -3.32500 1.50819 4.80000 -0.16 -0.10 0.64
C -2.98530 2.66939 3.58040 -0.01 0.33 -0.43
C -2.91100 2.19939 2.28270 0.35 1.71 0.75
C -2.62260 3.12719 1.29760 -0.12 0.51 1.14
Cl -2.51350 2.39089 -0.25810 0.18 0.11 -1.06
C -2.39830 4.47059 1.54420 -0.05 0.00 0.04
Cl -2.02650 5.55609 0.26970 0.03 -0.04 -0.11
C -2.48600 4.91789 2.86820 0.02 -0.01 -0.09
Cl -2.21850 6.57769 3.21550 -0.02 0.02 0.07
C -2.78660 4.01499 3.89190 -0.01 -0.10 -0.07
Cl -2.90050 4.54859 5.51790 0.02 0.05 0.00
O 2.62350 -0.37491 5.43880 -0.04 -0.16 0.10
C 2.54110 0.72889 4.57360 0.21 0.39 -0.14
C 1.25300 0.69079 3.80170 -0.17 0.03 -0.13
C 1.04670 1.55049 2.72470 -0.12 -0.19 0.30
C -0.14310 1.48859 2.03090 0.65 0.30 0.02
N -1.10790 0.62669 2.32530 1.66 -0.43 0.92
C -0.93790 -0.19681 3.37030 0.92 0.29 0.26
C 0.23120 -0.18461 4.13090 -0.22 -0.01 -0.13
C -2.05360 -1.10791 3.58070 -0.41 -0.77 0.27
C -2.10110 -2.07861 4.57780 0.02 0.17 -0.17
C -3.14120 -2.99451 4.60920 -0.10 0.19 -0.28
C -3.20700 -4.06441 5.66610 -0.36 -0.13 0.03
O -1.98490 -4.30521 6.30390 0.37 0.02 0.03
C -4.12440 -2.88821 3.62180 0.35 0.08 0.33
C -4.04350 -1.86051 2.70940 -0.44 -0.37 0.07
N -3.04390 -0.97451 2.67380 -0.10 -1.84 1.90
H 3.43560 -0.30701 5.95160 -0.08 -0.03 -0.01
H 3.37570 0.73489 3.85320 -0.16 0.03 0.12
H 2.57960 1.67639 5.13710 -0.01 -0.14 -0.15
H 1.80310 2.26139 2.43720 0.11 0.12 -0.13
H -0.31740 2.14999 1.19610 0.03 -0.01 0.00
H 0.36970 -0.84321 4.97110 -0.06 -0.14 0.06
H -1.33640 -2.12651 5.33690 0.12 -0.03 -0.01
H -3.61590 -4.98551 5.22750 -0.04 0.15 0.04
H -3.89800 -3.73941 6.45250 0.03 -0.06 -0.13
H -1.38000 -4.71191 5.67260 0.00 -0.04 0.11
H -4.94240 -3.59221 3.57440 -0.08 0.01 -0.02
H -4.81700 -1.76031 1.96040 0.07 0.08 0.01
N -1.96710 -0.90831 0.16160 0.44 -0.68 -1.09
C -1.95160 -1.53511 -0.81210 0.35 0.10 0.54
N -1.86440 -2.17701 -1.93280 0.15 -0.08 -0.29
C -2.37540 -1.55201 -3.14620 -0.52 0.14 -0.52
C -3.75150 -2.14961 -3.46030 0.16 0.29 -0.05
O -3.64510 -3.54411 -3.62160 0.03 -0.04 -0.05
C -3.18300 -4.17421 -2.45180 0.23 -0.08 0.22
C -1.80950 -3.62861 -2.02400 -0.25 -0.71 -0.05
H -1.68550 -1.79691 -3.95900 0.00 0.12 0.06
H -2.41920 -0.47211 -3.00940 0.03 0.00 -0.05
H -4.14300 -1.76521 -4.40160 0.04 0.10 0.07
H -4.45730 -1.90711 -2.64910 0.05 -0.01 -0.07
H -3.11830 -5.23651 -2.69250 0.06 0.06 0.16
H -3.90720 -4.03501 -1.63360 0.05 0.00 -0.05
H -1.06410 -3.88261 -2.78450 -0.02 0.05 0.12
H -1.50470 -4.04871 -1.06580 0.02 0.01 -0.05
C 4.10420 -1.45031 -3.69610 -0.04 0.17 0.08
C 2.81990 -1.22381 -2.89620 -0.05 0.25 0.07
C 1.62150 -1.64801 -3.75210 0.08 0.26 0.04
C 2.82700 -2.14961 -1.67250 0.00 0.19 0.06
Si 2.65060 0.65109 -2.38000 -0.26 0.00 0.16
Br 0.99490 0.51239 -0.81060 -0.02 0.01 0.01
C 4.15890 1.39189 -1.40380 -0.21 -0.12 -0.08
C 4.78350 0.35069 -0.47140 -0.17 -0.09 -0.16
C 5.23150 1.85909 -2.38880 -0.17 -0.03 -0.09
C 3.74460 2.56769 -0.51260 -0.16 -0.02 -0.13
C 1.85610 1.84939 -3.69780 0.11 -0.17 0.16
C 0.37770 1.53239 -3.95560 0.07 -0.14 0.12
C 2.61820 1.76649 -5.02180 0.04 -0.14 0.13
C 1.88840 3.30209 -3.21120 0.13 -0.18 0.13
H 4.14470 -2.47871 -4.05320 0.00 -0.14 -0.05
H 4.98550 -1.28201 -3.08130 0.14 0.02 0.00
H 4.15500 -0.79401 -4.56210 0.09 0.05 -0.15
H 1.67580 -2.71591 -3.96430 0.08 -0.16 0.00
H 1.60600 -1.12631 -4.70550 -0.10 0.04 -0.13
H 0.69010 -1.45671 -3.22000 -0.16 0.01 -0.01
H 2.92260 -3.18471 -1.99770 0.05 -0.15 -0.16
H 1.90050 -2.06551 -1.10760 -0.02 -0.02 0.05
H 3.65280 -1.94141 -1.00150 0.07 -0.02 0.12
H 5.22090 -0.47581 -1.02320 0.05 -0.17 -0.01
H 4.04890 -0.03591 0.23320 -0.04 -0.11 0.09
H 5.58490 0.81419 0.10200 0.11 0.12 0.07
H 5.53950 1.05229 -3.04930 0.12 -0.07 -0.15
H 6.11180 2.19779 -1.84570 0.14 0.06 0.10
H 4.88100 2.68879 -2.99690 0.01 0.10 -0.12
H 2.98530 2.26459 0.20570 -0.06 0.02 0.07
H 3.36240 3.40769 -1.07980 -0.08 0.13 -0.03
H 4.61000 2.92179 0.04520 0.20 0.01 0.06
H 0.22160 0.52039 -4.31280 -0.07 -0.16 -0.05
H -0.00510 2.21299 -4.71470 0.00 0.12 -0.14
H -0.21360 1.67899 -3.05370 -0.08 -0.02 0.04
H 2.53580 0.77829 -5.46830 0.04 -0.11 -0.12
H 3.67200 1.99969 -4.89010 0.17 0.01 -0.07
H 2.20490 2.48489 -5.72820 -0.05 0.10 -0.11
H 1.39610 3.40149 -2.24510 -0.01 0.09 0.11
H 1.35340 3.93149 -3.92090 -0.08 0.06 -0.13
H 2.90240 3.68499 -3.14080 0.10 0.09 0.06
Cl -4.85800 0.02249 0.23020 -1.11 -1.30 -1.85
C -4.73510 1.06749 1.60570 -1.04 0.83 1.09
H -5.29310 0.65909 2.45010 0.02 -0.02 -0.07
H -5.14000 2.04259 1.33590 0.15 -0.12 -0.02
```
Forces are in eV/Å.

## Properties
Relative energy (zero: lowest compared OMol25 entry of this formula, charge and spin) ... 67.0 kJ/mol
HOMO-LUMO gap (alpha / beta) ... 0.2691 / 0.2587 hartree
LUMO level (alpha / beta) ... -2.95 / -3.20 eV
Total charge ... +1
Multiplicity ... 3
Calculated total energy ... -228968.9203 eV
<S²> ... 2.029
Highest occupied orbital energy (alpha / beta) ... -10.274 / -10.245 eV

***

What is the relative energy (zero: lowest compared OMol25 entry of this formula, charge and spin) in the fourth record?
67.0 kJ/mol

***

Among the records above, which one has the highest relative energy (zero: lowest compared OMol25 entry of this formula, charge and spin)?
C23H36N2O7